Formula: C2H6NO2P
Source: the Open Molecules 2025 dataset
Level of theory: ωB97M-V/def2-TZVPD

The value obtained for the LUMO energy (alpha / beta) is 0.85 / -1.39 eV. As for the multiplicity: 3. The calculation puts the HOMO-LUMO gap (alpha / beta) at 6.132 / 8.572 eV. The expectation value of S² is 2.006. The value obtained for the largest force on an atom is 3.18 eV/A. The energy relative to the best compared isomer or geometry (same formula, charge and spin) comes out at 35.7 kJ/mol.

Element x y z (Å)
1 C 1.39718 -0.93373 -0.40842
2 C 1.51532 0.51581 -0.13337
3 N 0.44183 -0.25347 0.40507
4 O -2.02574 1.33736 0.31796
5 O -2.48691 -1.05005 0.49913
6 P -1.76312 -0.05267 -0.49173
7 H 1.12338 -1.25067 -1.40408
8 H 2.04598 -1.63159 0.11391
9 H 2.23535 0.85055 0.60734
10 H 1.34639 1.22158 -0.93900
11 H -1.49560 2.06781 0.01098
12 H -2.33406 -0.82093 1.42222


Formula: C6H14O
Source: the Open Molecules 2025 dataset
Level of theory: ωB97M-V/def2-TZVPD

The value obtained for the LUMO energy is 0.95 eV. As for the SMILES: CC(C)C[C@@H](C)O. The calculation puts the HOMO-LUMO gap at 11.192 eV. The value obtained for the largest force on an atom is 0.35 eV/A. The energy relative to the best compared isomer or geometry (same formula, charge and spin) comes out at 13.2 kJ/mol.

Element x y z (Å)
1 C 1.14654 -1.20464 -1.22096
2 C 0.73282 -0.90718 0.22198
3 C 0.54775 -2.20804 1.00396
4 C -0.54245 -0.05791 0.30024
5 C -0.39081 1.36735 -0.22151
6 C -1.66154 2.18708 -0.00938
7 O 0.70576 1.94771 0.47754
8 H 2.08419 -1.77219 -1.24988
9 H 1.30031 -0.28857 -1.80288
10 H 0.38071 -1.80510 -1.73031
11 H 1.53383 -0.32747 0.69606
12 H 1.46450 -2.80940 1.00046
13 H -0.25217 -2.81744 0.56317
14 H 0.27954 -2.00778 2.04817
15 H -0.86485 0.00361 1.34947
16 H -1.35532 -0.54884 -0.25622
17 H -0.16241 1.33149 -1.29940
18 H -1.91736 2.21079 1.05638
19 H -2.50861 1.76478 -0.56343
20 H -1.52199 3.22127 -0.34619
21 H 1.00157 2.72050 -0.01727


Formula: C17H22N4O3S
Source: the Open Molecules 2025 dataset
Level of theory: ωB97M-V/def2-TZVPD

The value obtained for the LUMO energy is 0.59 eV. As for the SMILES: O=C(CSc1nnc(-c2ccco2)n1C[C@H]1CCCO1)N1CCCC1. The calculation puts the HOMO-LUMO gap at 8.890 eV. The value obtained for the largest force on an atom is 1.21 eV/A. The energy relative to the best compared isomer or geometry (same formula, charge and spin) comes out at 251.2 kJ/mol.

Element x y z (Å)
1 O -1.38920 0.73641 -1.88554
2 C -0.86384 1.83589 -1.78927
3 C -1.47541 2.90534 -0.89981
4 S -0.59378 2.98081 0.72387
5 C 0.42690 1.56929 0.55101
6 N 1.69009 1.58601 0.23008
7 N 2.09529 0.32162 0.11574
8 C 1.07335 -0.46438 0.36746
9 C 1.09882 -1.90520 0.28118
10 C 0.20656 -2.78965 -0.27032
11 C 0.78288 -4.06956 -0.11485
12 C 1.97390 -3.86659 0.51437
13 O 2.17441 -2.56533 0.74781
14 N -0.02896 0.28664 0.65891
15 C -1.31820 -0.13672 1.11851
16 C -1.25773 -0.51225 2.61227
17 C -2.63328 -0.98659 3.12366
18 C -2.32476 -2.33314 3.78284
19 C -1.06354 -2.76128 3.03446
20 O -0.33915 -1.56628 2.83328
21 N 0.26068 2.16209 -2.43215
22 C 1.01959 3.39503 -2.29972
23 C 2.23862 3.17976 -3.19576
24 C 2.43105 1.66617 -3.14592
25 C 0.99521 1.16173 -3.19136
26 H -2.51547 2.64925 -0.69859
27 H -1.41316 3.90133 -1.33200
28 H -0.71538 -2.55625 -0.76395
29 H 0.36696 -5.00474 -0.42959
30 H 2.73724 -4.54708 0.83594
31 H -1.64430 -0.98976 0.52386
32 H -2.02223 0.68608 0.97993
33 H -0.88239 0.35456 3.17100
34 H -3.07138 -0.27397 3.81809
35 H -3.31677 -1.11839 2.28431
36 H -3.13479 -3.05084 3.68155
37 H -2.09728 -2.19690 4.83998
38 H -0.42289 -3.44173 3.59543
39 H -1.31798 -3.22349 2.06899
40 H 1.33262 3.53101 -1.25965
41 H 0.42280 4.25615 -2.61405
42 H 2.02014 3.49801 -4.21662
43 H 3.10582 3.72659 -2.83448
44 H 2.89016 1.37958 -2.19982
45 H 3.03066 1.28570 -3.96928
46 H 0.61003 1.12520 -4.21692
47 H 0.85807 0.17985 -2.73487